# 1
2 unconnected molecules or ions with the total composition CH5N5O. Source: the Open Molecules 2025 dataset; level of theory: ωB97M-V with the def2-TZVPD basis set.

The geometry in XYZ format:
```
12
Properties=species:S:1:pos:R:3:forces:R:3
C -0.856564 0.332782 -0.122301 -1.6782 0.5930 -1.5668
N 3.985153 -0.388116 0.369586 5.8735 -3.3080 1.0506
N 3.092675 0.355437 0.263833 -2.9616 2.2340 -1.3620
N -2.208329 0.111519 0.198686 1.4822 4.6640 0.7408
N -0.155818 -0.318690 -0.945317 0.8908 -1.0321 0.2067
N 2.093369 0.807725 -0.000558 1.0615 0.7273 0.6648
O -0.437591 1.542697 0.217100 2.5248 0.3944 -0.1224
H 5.044606 -0.189318 0.530866 -3.0945 0.4298 -0.3061
H -2.434651 -0.785703 0.390556 -0.9767 -3.2156 0.7832
H -2.523397 0.831451 0.892731 0.2237 -1.3704 -0.8558
H -0.530914 -1.221749 -1.153918 -0.4130 -0.5051 -0.2710
H 0.577746 1.503673 -0.102061 -2.9326 0.3886 1.0379
```
Positions in Å, forces in eV/Å.

Properties
Spin multiplicity ... 1
HOMO-LUMO gap ... 0.3682 Ha

=====

# 2
6 unconnected molecules or ions with the total composition C29H49N2O16P. Source: the Open Molecules 2025 dataset; level of theory: ωB97M-V with the def2-TZVPD basis set.

The geometry in XYZ format:
```
97
Properties=species:S:1:pos:R:3:forces:R:3
C 2.649609 2.644027 -2.543315 -0.4767 -0.9954 -0.4881
C 4.042293 2.031532 -2.367924 -2.3576 0.3680 -0.6116
O 4.820923 2.574627 -1.642993 1.6317 0.4912 1.1228
N 4.256091 0.861711 -3.033545 1.1914 0.8360 -0.3493
C 5.665691 0.432634 -3.130507 -0.2207 -1.3881 -0.1395
C 5.875735 -0.898970 -2.332825 -0.3258 0.4090 -0.3817
C 4.551241 -1.670216 -2.233716 0.7634 -1.3133 0.1181
C 4.797927 -3.125731 -1.742437 1.0297 1.3784 0.4568
O 3.737167 -3.606235 -0.878115 -0.4766 0.8822 -1.8852
P 2.309054 -3.795664 -1.569766 -0.0436 -1.6901 1.0428
O 1.842720 -5.139548 -1.318779 -0.8309 -1.1252 0.4757
O 2.388197 -3.554557 -3.153083 0.2456 1.1452 0.6257
O 1.254796 -2.791256 -0.834832 0.4575 -0.2279 -0.7739
N 1.204526 -1.502929 -1.439058 0.1707 1.4362 -0.2791
C 1.476157 -0.464296 -0.418460 0.4394 -0.8137 -0.0631
C -0.179166 -1.327125 -1.862873 0.9637 -1.4504 -2.2291
C -0.596082 -1.701740 -3.279596 1.0827 0.0698 0.3666
O -0.976340 -0.871991 -1.148765 -2.3113 1.6193 2.4023
H 2.673095 3.542004 -3.162444 0.1873 0.0763 0.2436
H 1.978914 1.931535 -3.046399 0.1261 0.1346 -0.0200
H 2.192483 2.835328 -1.571806 0.3443 0.2507 -0.0345
H 3.747134 0.803788 -3.902647 -0.2233 -0.1995 0.2035
H 6.385074 1.208880 -2.851148 -0.8906 -0.4393 0.0706
H 5.857462 0.189621 -4.182175 -0.0669 0.1605 0.0778
H 6.316954 -0.710554 -1.349755 -0.1598 -0.0094 -0.0136
H 6.576521 -1.533802 -2.887054 0.1206 0.1902 0.1087
H 3.863012 -1.232492 -1.513300 -0.0245 0.2507 -0.3909
H 4.129280 -1.756585 -3.235710 -0.3970 0.3999 0.2002
H 5.685815 -3.068700 -1.107148 -0.1701 -0.3925 0.1015
H 5.020837 -3.806062 -2.568021 -0.3252 -0.1253 0.1562
H 1.486812 -3.523743 -3.505003 0.2256 -0.0915 -0.1025
H 2.547495 -0.380189 -0.226255 -0.0975 -0.1113 -0.1449
H 0.980549 -0.717052 0.516927 -0.1639 0.3056 -0.0782
H 1.122864 0.470322 -0.840850 -0.0261 0.0623 0.2484
H -1.632735 -1.424913 -3.438244 -0.0700 -0.2227 0.1726
H 0.017236 -1.113612 -3.969690 0.0895 -0.3934 -0.0913
H -0.435948 -2.777747 -3.402543 -0.1242 0.1311 -0.3471
O 8.172410 1.641120 -2.931877 0.7429 0.4295 -0.2754
C 8.360752 2.753433 -2.522297 0.1407 -0.3324 0.3850
C 8.045999 3.265039 -1.135454 -0.2125 0.4747 -0.0460
C 8.113017 4.774801 -1.326715 -0.0697 0.0510 0.1933
C 9.117594 4.907719 -2.458937 0.0078 0.2578 0.1051
O 8.935785 3.728478 -3.263093 -0.0953 -0.0743 -0.0371
H 8.811322 2.904397 -0.445307 -0.0205 -0.0887 -0.0294
H 7.059688 2.936656 -0.816279 0.0916 -0.2542 -0.0283
H 8.399597 5.322823 -0.430596 0.0712 0.0044 -0.0483
H 7.138555 5.145620 -1.649893 0.0173 -0.0182 0.0004
H 10.149434 4.927012 -2.100656 -0.0053 -0.0468 -0.0121
H 8.941500 5.791050 -3.069182 0.0530 -0.1355 -0.1733
O -5.442117 -4.143598 2.154798 -0.0967 0.4061 0.0414
C -4.375927 -3.894707 1.667541 -0.0754 -0.4694 -0.1170
C -3.225709 -4.862442 1.470519 0.4191 0.4059 0.1255
C -2.053852 -3.924540 1.199719 0.1252 -0.2236 -0.0187
C -2.743875 -2.733543 0.559695 0.3612 0.1030 -0.0400
O -4.047453 -2.678143 1.168612 -0.2222 -0.1041 0.1677
H -3.445572 -5.500965 0.613350 -0.0740 -0.0590 0.0715
H -3.070029 -5.464513 2.361490 -0.2456 -0.1599 -0.0855
H -1.273479 -4.356508 0.574865 -0.0206 0.0641 -0.0331
H -1.598263 -3.625232 2.145336 0.0055 0.0276 -0.0370
H -2.869331 -2.855046 -0.518523 -0.0462 0.0059 0.0147
H -2.219042 -1.801483 0.748625 -0.1989 0.0867 -0.0256
O 0.849453 1.650998 1.366703 0.2144 0.1340 -0.1720
C 0.793890 2.843314 1.280648 -0.1978 -0.1197 0.5105
C -0.237953 3.750932 1.916962 -0.0550 0.3551 -0.4530
C -0.040588 5.052723 1.148687 -0.1569 0.0762 0.0886
C 1.430565 4.981694 0.772642 -0.0376 0.2800 -0.0175
O 1.709125 3.580584 0.601918 -0.1133 -0.0954 0.0146
H -0.003546 3.861148 2.976880 -0.0424 -0.1103 0.0145
H -1.240187 3.349592 1.790118 0.0610 -0.1776 0.2130
H -0.296475 5.945156 1.716877 0.0734 -0.0010 -0.0069
H -0.654888 5.041969 0.246587 0.0160 0.0170 0.0145
H 2.081011 5.370327 1.559360 0.0023 -0.0486 0.0024
H 1.648082 5.508224 -0.154444 0.1416 -0.1695 -0.0420
O -4.768157 3.172889 0.824861 -0.0524 0.0829 0.2404
C -5.279200 2.127065 1.106847 0.3110 -0.0305 -0.2335
C -5.606027 0.993744 0.153677 -0.4879 -0.1558 0.2350
C -6.565514 0.144456 0.978137 -0.0461 -0.1931 -0.2507
C -6.101378 0.423738 2.395473 -0.1542 -0.2549 0.1086
O -5.613356 1.779320 2.372795 -0.0136 0.0802 -0.1754
H -4.685788 0.456343 -0.083056 0.0258 0.0767 -0.0525
H -6.069032 1.371448 -0.754168 0.2714 0.0995 -0.0772
H -6.549114 -0.914051 0.722287 0.0696 -0.0026 0.0984
H -7.586782 0.507859 0.842777 0.0202 0.0062 0.0335
H -5.285576 -0.234325 2.702217 0.0062 0.0183 -0.0304
H -6.913045 0.339961 3.115220 0.1422 0.2003 0.1482
O -8.992265 -0.891858 7.006578 0.2653 0.0810 -0.0520
C -8.904720 -1.569926 6.026889 -0.4033 0.1296 0.1476
C -9.815666 -2.716555 5.634337 0.4157 -0.3612 -0.2563
C -9.001975 -3.422928 4.555361 -0.1945 -0.1556 0.0149
C -8.188347 -2.281714 3.970467 0.1520 -0.1887 -0.2355
O -7.962773 -1.377571 5.067246 -0.0481 -0.0297 0.0839
H -10.747706 -2.307020 5.241695 -0.0283 0.0275 0.1141
H -10.014140 -3.361951 6.485577 -0.1831 0.2167 0.0999
H -9.606142 -3.943420 3.814247 0.0408 0.0573 -0.0424
H -8.335497 -4.153081 5.017544 0.0201 0.0204 -0.0507
H -8.728244 -1.746462 3.184194 -0.0340 0.0122 0.0413
H -7.232445 -2.620351 3.573975 0.0600 0.1644 0.0563
```
Positions in Å, forces in eV/Å.

Properties
Spin multiplicity ... 1
Structure (SMILES) ... CC(=O)NCCCCO[P@](=O)(O)ON(C)C(C)=O.O=C1CCCO1.O=C1CCCO1.O=C1CCCO1.O=C1CCCO1.O=C1CCCO1
HOMO-LUMO gap ... 0.3679 Ha

=====

# 3
A gas-phase ion, C8H14F4NO3S (charge +1). Source: the Open Molecules 2025 dataset; level of theory: ωB97M-V with the def2-TZVPD basis set.

The geometry in XYZ format:
```
31
Properties=species:S:1:pos:R:3:forces:R:3
C 2.108930 3.481687 -0.566969 -0.0016 -0.0388 -0.0338
C 1.528830 2.299858 0.200298 -0.1118 0.0297 0.0632
C 1.761246 0.973186 -0.491565 0.1333 -0.0889 0.0319
F 1.381669 1.029829 -1.814036 -0.0512 -0.0678 -0.2307
C 0.970110 -0.167103 0.160872 -0.0456 -0.0705 0.1995
C 1.609262 -1.526493 -0.050387 -0.0114 -0.0355 -0.1506
N 0.752431 -2.584928 0.612573 0.0466 -0.0687 0.0053
C -0.720323 -2.499709 0.287152 -0.0489 0.1039 -0.0381
C -1.175141 -1.038578 0.333672 0.0378 -0.0550 -0.0197
S -2.819885 -1.018140 -0.449596 -0.0049 0.1178 0.1838
O -2.653783 -0.963947 -1.860418 -0.0391 -0.1056 -0.0417
O -3.543091 -2.045442 0.234563 -0.0203 0.0158 -0.0290
C -3.525805 0.625533 0.115237 -0.0972 0.0034 -0.0249
F -4.837184 0.508677 0.158951 0.0732 -0.0232 -0.0255
F -3.173818 1.580553 -0.716861 0.0587 0.0310 -0.0766
F -3.057169 0.906944 1.333233 0.0206 -0.0668 0.0543
O -0.335214 -0.200323 -0.393026 -0.0366 0.1560 0.0872
H 1.715009 3.514369 -1.582151 0.0063 0.0127 0.0394
H 1.847101 4.417223 -0.073899 0.0442 -0.0399 0.0024
H 3.197515 3.420128 -0.626030 -0.0376 0.0019 0.0016
H 0.451882 2.429893 0.356167 0.0515 0.0134 -0.0693
H 1.989300 2.227342 1.192087 -0.0528 0.0224 -0.0257
H 2.825952 0.709143 -0.493106 0.0142 0.0956 0.1183
H 0.895433 0.040557 1.241992 0.0996 -0.0083 -0.0681
H 1.659269 -1.779581 -1.110178 -0.0322 0.1071 0.0110
H 2.604485 -1.584263 0.389963 -0.0537 -0.0464 0.0018
H 0.888927 -2.542622 1.624947 -0.0634 0.0663 -0.0097
H 1.083483 -3.506562 0.321008 0.0240 -0.0027 0.0786
H -0.853417 -2.920942 -0.710178 0.0444 0.0783 -0.0034
H -1.267198 -3.098814 1.011837 0.0342 -0.0524 -0.0593
H -1.308804 -0.687475 1.363846 0.0199 -0.0847 0.0279
```
Positions in Å, forces in eV/Å.

Properties
Spin multiplicity ... 1
Structure (SMILES) ... CC[C@H](F)[C@@H]1C[NH2+]C[C@H](S(=O)(=O)C(F)(F)F)O1
Net charge ... +1
HOMO-LUMO gap ... 0.4014 Ha